(1)
{"formula": "C28H54BBaIN9O3P", "method": "ωB97M-V/def2-TZVPD", "elements": ["Ba", "C", "C", "C", "C", "N", "N", "B", "N", "N", "C", "C", "C", "C", "C", "C", "C", "C", "N", "N", "C", "C", "C", "C", "C", "C", "C", "C", "C", "C", "C", "C", "H", "H", "H", "H", "H", "H", "H", "H", "H", "H", "H", "H", "H", "H", "H", "H", "H", "H", "H", "H", "H", "H", "H", "H", "H", "H", "H", "H", "H", "H", "H", "H", "H", "H", "H", "H", "H", "H", "H", "H", "N", "C", "P", "O", "O", "C", "N", "H", "H", "H", "H", "H", "H", "H", "H", "H", "H", "N", "C", "O", "C", "I", "H", "H", "H", "H"], "coordinates": [[-0.58366, 0.11436, -0.04016], [4.77986, -1.74866, 1.43137], [3.38655, -2.03213, 0.97688], [2.87660, -3.26092, 0.60889], [1.53638, -3.02612, 0.28090], [1.26213, -1.73692, 0.42754], [2.39805, -1.11071, 0.86195], [2.51506, 0.36128, 1.40729], [1.56399, 0.63373, 2.60075], [0.20829, 0.63674, 2.51733], [-0.27001, 0.87732, 3.73052], [0.78886, 1.03524, 4.63180], [1.93755, 0.87419, 3.87956], [3.35030, 0.93872, 4.35464], [-1.76198, 0.96940, 3.95424], [-2.45492, -0.28567, 3.40765], [-2.31139, 2.20422, 3.22836], [-2.06175, 1.08848, 5.44859], [2.46764, 1.49025, 0.30543], [1.38511, 1.87782, -0.43129], [1.72747, 2.96689, -1.11340], [3.05092, 3.30533, -0.82331], [3.48607, 2.35241, 0.07896], [4.83707, 2.28186, 0.71063], [0.74791, 3.62327, -2.05793], [1.28103, 4.98544, -2.50252], [-0.60987, 3.81375, -1.37559], [0.57129, 2.72632, -3.29367], [0.49025, -4.02374, -0.15288], [0.41248, -5.14296, 0.89323], [-0.89281, -3.38560, -0.29564], [0.89512, -4.61836, -1.50853], [5.37333, -2.65638, 1.34605], [5.25227, -0.97448, 0.82813], [4.80570, -1.42287, 2.47073], [3.41358, -4.19456, 0.60237], [3.61280, 0.42876, 1.84685], [0.74321, 1.23498, 5.68831], [3.36018, 1.15111, 5.42137], [3.87134, -0.00468, 4.19250], [3.91059, 1.72409, 3.84818], [-2.33499, -0.36767, 2.31948], [-2.04861, -1.19233, 3.85664], [-3.52677, -0.24534, 3.61722], [-2.13497, 2.13779, 2.14840], [-3.38683, 2.30044, 3.39669], [-1.82682, 3.11473, 3.58121], [-1.68166, 0.22489, 5.99567], [-1.60540, 1.98604, 5.86699], [-3.13791, 1.15162, 5.61693], [3.62883, 4.13159, -1.19975], [5.46970, 3.05695, 0.28340], [4.78546, 2.44273, 1.78695], [5.31577, 1.31860, 0.54129], [1.41907, 5.64824, -1.64778], [2.23876, 4.88722, -3.01507], [0.57953, 5.45949, -3.19047], [-0.50888, 4.39313, -0.45786], [-1.29790, 4.33537, -2.04346], [-1.07121, 2.85295, -1.12199], [1.53500, 2.59952, -3.79776], [0.17810, 1.74994, -2.99436], [-0.13473, 3.16914, -3.99957], [0.12428, -4.74374, 1.86693], [-0.32073, -5.89504, 0.59522], [1.37559, -5.63961, 1.00688], [-1.24267, -2.94835, 0.64636], [-0.91852, -2.62518, -1.08128], [-1.61155, -4.16251, -0.56909], [1.85611, -5.12786, -1.44173], [0.15176, -5.34221, -1.84970], [0.98787, -3.82886, -2.26063], [-4.04598, -0.94099, -3.54091], [-2.91812, -1.88845, -3.82649], [-1.47666, -0.74039, -3.86468], [-1.92771, 0.43825, -4.65847], [-1.00498, -0.62614, -2.45247], [-0.07708, -1.43379, -4.85208], [0.74966, -0.20130, -5.12188], [-3.96152, -0.62210, -2.55532], [-4.96831, -1.35355, -3.67586], [-3.92332, -0.11420, -4.14631], [-3.10579, -2.41027, -4.76245], [-2.84713, -2.59656, -3.00415], [-0.39584, -1.82301, -5.81664], [0.52679, -2.16523, -4.32111], [1.49829, -0.36649, -5.79543], [1.16151, 0.16466, -4.25749], [0.11347, 0.53117, -5.47400], [-5.05221, 1.06362, 0.34756], [-4.53080, -0.07378, -0.10032], [-3.53615, -0.10184, -0.85239], [-5.17923, -1.35599, 0.35010], [-6.66300, -1.87790, -1.10283], [-4.67728, 1.94448, 0.03064], [-5.86467, 1.07727, 0.94239], [-5.65692, -1.28621, 1.32284], [-4.44526, -2.15416, 0.34594]], "forces_ev_per_angstrom": [[-0.4, 0.1, 0.3], [0.0, 0.0, 0.0], [0.0, 0.0, 0.0], [0.0, 0.0, 0.0], [0.0, 0.1, 0.0], [-0.2, 0.5, 0.1], [0.2, -0.1, 0.1], [0.2, 0.0, 0.0], [0.1, 0.0, 0.1], [-0.1, -0.1, -0.6], [0.1, 0.0, 0.0], [-0.1, 0.0, 0.0], [0.0, 0.0, 0.0], [0.0, 0.0, 0.0], [0.0, 0.0, 0.0], [0.0, 0.0, 0.0], [0.0, 0.0, 0.0], [0.0, 0.0, 0.0], [0.2, 0.1, 0.2], [-0.2, -0.4, 0.2], [0.1, -0.1, 0.1], [-0.1, 0.0, -0.1], [0.0, 0.0, 0.0], [0.0, 0.0, 0.0], [0.1, 0.0, -0.1], [0.0, 0.0, 0.0], [0.0, 0.0, 0.0], [0.0, 0.0, 0.0], [0.0, -0.1, 0.0], [0.0, 0.0, 0.0], [-0.1, 0.0, 0.0], [0.0, 0.0, 0.0], [0.0, 0.0, 0.0], [0.0, 0.0, 0.0], [0.0, 0.0, 0.0], [0.0, 0.0, 0.0], [0.0, 0.0, 0.0], [0.0, 0.0, 0.0], [0.0, 0.0, 0.0], [0.0, 0.0, 0.0], [0.0, 0.0, 0.0], [0.0, 0.0, 0.0], [0.0, 0.0, 0.0], [0.0, 0.0, 0.0], [0.0, 0.0, 0.0], [0.0, 0.0, 0.0], [0.0, 0.0, 0.0], [0.0, 0.0, 0.0], [0.0, 0.0, 0.0], [0.0, 0.0, 0.0], [0.0, 0.0, 0.0], [0.0, 0.0, 0.0], [0.0, 0.0, 0.0], [0.0, 0.0, 0.0], [0.0, 0.0, 0.0], [0.0, 0.0, 0.0], [0.0, 0.0, 0.0], [0.0, 0.0, 0.0], [0.0, 0.0, 0.0], [0.0, 0.0, 0.0], [0.0, 0.0, 0.0], [0.0, 0.0, 0.0], [0.0, 0.0, 0.0], [0.0, 0.0, 0.0], [0.0, 0.0, 0.0], [0.0, 0.0, 0.0], [0.1, 0.0, 0.0], [0.1, 0.0, 0.0], [0.0, 0.0, 0.0], [0.0, 0.0, 0.0], [0.0, 0.0, 0.0], [0.0, 0.0, 0.0], [0.1, 0.0, -0.1], [0.0, 0.0, 0.0], [0.0, -0.3, -0.1], [0.0, 0.1, 0.0], [0.3, 0.1, -0.3], [-0.1, 0.1, 0.0], [0.0, -0.1, -0.1], [-0.1, 0.0, 0.1], [0.0, 0.0, 0.1], [0.0, 0.0, 0.0], [0.0, 0.1, 0.0], [0.0, 0.0, 0.0], [0.0, 0.0, 0.0], [0.0, 0.0, 0.0], [0.0, 0.0, 0.0], [0.0, 0.0, 0.0], [0.0, 0.0, 0.0], [0.0, 0.0, 0.0], [0.1, -0.1, 0.2], [-0.2, 0.1, 0.0], [0.1, 0.1, -0.1], [0.0, 0.0, 0.1], [0.0, 0.0, 0.0], [0.0, 0.0, 0.0], [-0.1, 0.0, -0.1], [0.0, 0.0, 0.0]], "charge": 2, "e_tot_ev": -68221.7091, "relative_energy_kj_mol": 34.4, "lumo_energy_ev": -5.2, "homo_ev": -12.72, "fmax_ev_per_a": 0.6}



(2)
{"formula": "C5H10NO2", "method": "ωB97M-V/def2-TZVPD", "elements": ["C", "C", "C", "C", "N", "C", "O", "O", "H", "H", "H", "H", "H", "H", "H", "H", "H", "H"], "coordinates": [[1.44335, 1.31703, 0.53794], [0.26120, 0.39995, 0.27143], [0.82182, -0.84674, -0.37438], [-0.32657, -1.93522, -0.40269], [-0.72382, 0.97058, -0.56960], [-1.97307, 1.19552, 0.20817], [-2.91069, 0.94708, -0.54516], [-1.91665, 1.34225, 1.50552], [1.11856, 2.37062, 0.70173], [2.09879, 1.31227, -0.25603], [1.99006, 0.96341, 1.30047], [-0.09935, 0.22595, 1.29780], [1.68291, -1.37152, 0.19693], [1.24223, -0.79225, -1.35358], [-1.21114, -1.47231, 0.05542], [-0.05997, -2.66564, 0.28543], [-0.51058, -2.33703, -1.36581], [-0.92710, 0.37607, -1.49357]], "forces_ev_per_angstrom": [[-2.8, 2.4, -1.2], [2.8, 0.1, 0.2], [-0.2, -3.3, 1.7], [0.3, 2.4, 0.6], [-0.8, -0.5, -1.0], [0.6, -1.8, 1.3], [-2.1, 0.8, 0.1], [0.1, 0.4, -3.5], [0.2, -0.8, 0.1], [1.4, 0.2, -2.3], [1.9, -1.1, 3.3], [-0.5, -0.5, -0.6], [-1.1, 1.3, -0.4], [0.1, 1.0, -0.9], [-0.1, -0.2, -0.7], [0.5, -1.8, 1.0], [-0.4, -0.4, -0.9], [0.2, 1.9, 3.1]], "charge": -1, "e_tot_ev": -10932.7908, "relative_energy_kj_mol": 142.2, "smiles": "CC[C@@H](C)NC(=O)[O-]", "lumo_energy_ev": 3.9, "homo_ev": -3.92, "fmax_ev_per_a": 4.0}



(3)
{"formula": "C15H22N2OSe5W", "method": "ωB97M-V/def2-TZVPD", "elements": ["W", "Se", "Se", "Se", "Se", "C", "C", "C", "C", "N", "C", "Se", "N", "C", "C", "C", "C", "C", "C", "C", "C", "C", "C", "H", "H", "H", "H", "H", "H", "H", "H", "H", "H", "H", "H", "H", "H", "H", "H", "H", "H", "H", "H", "H", "H", "O"], "coordinates": [[-2.24533, 3.46141, 0.31106], [-2.10737, 3.03043, 2.82076], [-2.94768, 5.09128, 3.51969], [-1.30636, 6.34009, 2.48477], [-2.06916, 6.01045, 0.31073], [-0.50765, -3.03709, -3.08807], [0.04728, -1.61552, -3.08806], [-1.02612, -0.52809, -3.05270], [-1.86034, -0.50166, -1.77793], [-1.06268, -0.30874, -0.56573], [-0.42227, 0.81891, -0.21990], [-0.43776, 2.47077, -1.22045], [0.21246, 0.61420, 0.94450], [1.04191, 1.57432, 1.67189], [2.50698, 1.17002, 1.78733], [3.29962, 1.13235, 0.47896], [2.94924, -0.00978, -0.47425], [-0.07373, -0.66658, 1.40246], [0.28455, -1.33380, 2.56658], [-0.19286, -2.61989, 2.71813], [-1.00433, -3.21980, 1.74837], [-1.37066, -2.55273, 0.59645], [-0.88936, -1.26012, 0.44039], [0.29829, -3.76657, -3.16012], [-1.17493, -3.19327, -3.93722], [-1.06104, -3.26482, -2.17742], [0.63265, -1.47310, -3.99770], [0.73497, -1.48550, -2.24790], [-1.71298, -0.66297, -3.89178], [-0.55569, 0.44543, -3.18768], [-2.39150, -1.44332, -1.65809], [-2.61051, 0.28804, -1.81967], [0.59633, 1.70632, 2.65756], [0.96909, 2.53080, 1.16088], [2.61423, 0.21604, 2.30865], [2.95763, 1.92793, 2.43189], [4.35209, 1.02443, 0.74881], [3.20046, 2.09167, -0.03487], [3.04315, -0.97751, 0.02283], [3.62512, -0.00779, -1.32931], [1.93970, 0.07258, -0.87397], [0.89460, -0.86820, 3.32700], [0.05982, -3.17444, 3.61144], [-1.36173, -4.22767, 1.90925], [-2.01152, -3.02173, -0.13608], [-3.85664, 3.20323, -0.04147]], "forces_ev_per_angstrom": [[0.2, 1.0, 1.1], [0.3, -0.6, -0.5], [0.0, 0.2, 0.3], [0.0, 0.3, 0.3], [0.3, -0.4, -0.6], [0.1, 0.0, 0.0], [-0.2, -0.1, 0.0], [0.2, -0.1, 0.0], [-0.1, 0.0, -0.1], [-0.1, -0.2, 0.0], [0.1, 0.4, -0.3], [-0.1, -0.6, 0.4], [0.0, 0.0, 0.2], [0.2, 0.0, 0.1], [0.1, 0.1, -0.1], [0.0, -0.1, 0.0], [0.0, 0.1, 0.0], [-0.1, 0.0, -0.2], [0.0, 0.1, 0.0], [0.0, -0.1, 0.0], [0.0, -0.1, 0.0], [0.0, 0.0, 0.0], [0.2, 0.2, 0.0], [0.0, 0.0, 0.0], [0.0, 0.0, 0.0], [0.0, 0.0, 0.0], [0.1, 0.0, 0.0], [0.0, 0.0, 0.0], [-0.1, 0.0, 0.0], [0.0, 0.0, 0.0], [0.0, 0.0, 0.1], [0.0, 0.1, 0.0], [0.0, 0.0, 0.0], [-0.1, 0.0, -0.1], [0.0, 0.0, 0.0], [0.0, 0.0, 0.1], [0.0, 0.1, 0.0], [0.0, 0.0, 0.0], [0.0, 0.0, 0.0], [0.0, 0.0, 0.0], [0.0, 0.0, 0.0], [0.0, 0.0, 0.0], [0.0, 0.0, 0.0], [0.0, 0.0, 0.0], [0.0, 0.0, 0.0], [-0.8, -0.6, -0.8]], "e_tot_ev": -349499.4614, "relative_energy_kj_mol": 28.8, "multiplicity": 3, "lumo_energy_ev": [-0.1, -0.7], "homo_ev": [-6.82, -7.47], "fmax_ev_per_a": 1.5}



(4)
{"formula": "C5H6INO", "method": "ωB97M-V/def2-TZVPD", "elements": ["C", "C", "C", "C", "C", "N", "O", "I", "H", "H", "H", "H", "H", "H"], "coordinates": [[1.23907, 1.08657, -0.04908], [0.29994, 1.18120, -1.02295], [1.06007, 0.30375, 1.15691], [-0.86376, 0.27515, -0.84676], [-0.60256, -1.06752, 0.17294], [0.33239, -0.73321, 1.28674], [-1.71045, -1.49027, 0.66164], [0.53325, -2.68260, -0.90120], [2.29972, 1.50435, -0.00039], [0.39820, 1.76220, -1.91998], [1.61357, 0.71785, 1.94734], [-1.65124, 0.71581, -0.21645], [-1.32337, 0.07640, -1.84577], [-1.62480, -1.64969, 1.57703]], "forces_ev_per_angstrom": [[1.3, 1.0, -1.2], [1.5, -1.2, 1.9], [-1.3, -0.7, -1.3], [-1.1, -1.7, 1.0], [4.4, 3.3, -2.3], [-1.1, 0.3, -0.2], [-3.3, -0.6, -0.9], [-0.2, 0.2, -0.1], [-1.8, 0.1, -0.8], [0.1, 0.2, -0.2], [0.8, -0.3, 1.5], [0.0, 0.4, -0.3], [0.3, -0.5, 1.0], [0.3, -0.5, 1.9]], "e_tot_ev": -16918.5468, "relative_energy_kj_mol": 156.6, "smiles": "O[C@@]1(I)CC=CC=N1", "lumo_energy_ev": 0.0, "homo_ev": -9.05, "fmax_ev_per_a": 5.9}